# 1
Below is a 2-piece molecular cluster, C4H8O3 overall in a non-equilibrium geometry, with properties calculated with ωB97M-V/def2-TZVPD.

XYZ file:
```
15
Properties=species:S:1:pos:R:3:nbo_charge:R:1
C -0.85 0.69 -1.21 -0.616
C -0.79 0.10 0.21 -0.453
O 0.42 -2.02 -0.61 -0.955
C 0.43 -0.04 1.01 0.469
O 0.61 -0.90 1.84 -0.552
C 1.42 1.12 0.85 0.327
O 2.52 1.06 1.33 -0.435
H -1.17 -0.05 -1.96 0.235
H -1.61 1.48 -1.20 0.217
H 0.09 1.10 -1.58 0.217
H -1.47 -0.74 0.34 0.243
H -0.29 -2.68 -0.67 0.468
H -1.00 0.85 1.06 0.233
H 0.60 -1.97 0.34 0.484
H 1.08 2.00 0.25 0.120
```

Computed properties:
Total charge: 0
Strongest force on any atom (Eh/bohr): 0.0362
Structure (SMILES): CCC(=O)C=O.O
Energy above the lowest of the compared OMol25 structures with the same formula, charge and spin (kJ/mol): 256.7
Kohn-Sham gap (eV): 9.392

=====

# 2
Below is C38H34ClN2O2P2PbTe as an isolated structure, with properties calculated with ωB97M-V/def2-TZVPD.

XYZ file:
```
81
Properties=species:S:1:pos:R:3:lowdin_charge:R:1
Pb -2.35 -1.63 -0.80 1.477
Te 1.38 1.56 1.97 1.403
C 3.32 1.77 1.17 -0.557
C 3.54 2.57 0.06 -0.129
C 4.82 2.63 -0.47 -0.136
N 5.86 1.97 0.05 0.076
C 5.64 1.24 1.13 -0.138
C 4.39 1.10 1.73 -0.129
C 0.53 1.13 0.07 -0.874
P 1.24 0.00 -0.88 1.050
C 0.89 -0.14 -2.60 -0.358
C 0.70 0.99 -3.40 -0.079
C 0.40 0.83 -4.74 -0.050
C 0.30 -0.45 -5.28 -0.041
C 0.52 -1.57 -4.49 -0.041
C 0.83 -1.42 -3.15 -0.085
C 2.58 -1.01 -0.33 -0.387
C 3.72 -1.09 -1.14 -0.076
C 4.79 -1.86 -0.71 -0.061
C 4.71 -2.54 0.49 -0.056
C 3.57 -2.47 1.28 -0.067
C 2.49 -1.71 0.87 -0.130
P -1.07 1.89 -0.47 0.967
C -0.64 3.67 -0.44 -0.407
C -0.38 4.41 0.71 -0.131
C -0.03 5.75 0.61 -0.062
C 0.05 6.36 -0.64 -0.066
C -0.23 5.64 -1.78 -0.073
C -0.58 4.30 -1.69 -0.117
C -1.98 1.62 1.09 -0.447
C -2.97 2.50 1.51 -0.094
C -3.79 2.18 2.58 -0.056
C -3.65 0.96 3.23 -0.055
C -2.68 0.06 2.82 -0.068
C -1.84 0.40 1.77 -0.209
H 2.74 3.15 -0.40 0.096
H 5.03 3.23 -1.34 0.111
H 6.49 0.72 1.55 0.114
H 4.27 0.45 2.59 0.099
H 0.81 1.98 -2.98 0.092
H 0.25 1.69 -5.37 0.116
H 0.06 -0.57 -6.33 0.117
H 0.46 -2.56 -4.92 0.120
H 1.04 -2.29 -2.54 0.052
H 3.77 -0.55 -2.07 0.121
H 5.68 -1.92 -1.32 0.118
H 5.55 -3.14 0.82 0.118
H 3.51 -3.02 2.21 0.119
H 1.59 -1.67 1.46 0.093
H -0.46 3.95 1.68 0.062
H 0.17 6.32 1.51 0.112
H 0.32 7.40 -0.71 0.111
H -0.19 6.11 -2.75 0.109
H -0.84 3.74 -2.58 0.090
H -3.11 3.45 0.99 0.112
H -4.55 2.88 2.90 0.113
H -4.31 0.70 4.05 0.116
H -2.59 -0.90 3.30 0.115
H -1.05 -0.30 1.49 0.055
C -5.19 -0.65 0.37 -0.080
C -4.64 -1.75 1.22 -0.434
C -5.12 -2.25 2.40 -0.064
C -4.22 -3.27 2.82 -0.059
C -3.23 -3.36 1.88 -0.370
C -2.08 -4.31 1.85 -0.038
N -3.47 -2.43 0.88 -0.143
H -6.09 -0.25 0.84 0.089
H -5.47 -0.99 -0.63 0.071
H -4.49 0.19 0.27 0.044
H -6.02 -1.93 2.89 0.106
H -4.31 -3.89 3.70 0.103
H -2.13 -4.96 2.73 0.086
H -1.12 -3.80 1.88 0.064
H -2.11 -4.95 0.97 0.079
Cl 2.08 -4.38 -1.36 0.670
C 0.48 -4.80 -0.70 -0.442
C -0.48 -3.63 -0.79 -0.792
O -1.54 -3.77 -1.46 -0.118
O -0.23 -2.56 -0.16 -0.225
H 0.61 -5.07 0.34 0.088
H 0.09 -5.64 -1.27 0.089
```

Computed properties:
Total charge: +1
Strongest force on any atom (Eh/bohr): 0.0048
Energy above the lowest of the compared OMol25 structures with the same formula, charge and spin (kJ/mol): 0.0
Kohn-Sham gap (eV): 5.450

=====

# 3
Below is C25H35F4MoN7O2P as an isolated structure, with properties calculated with ωB97M-V/def2-TZVPD.

XYZ file:
```
75
Properties=species:S:1:pos:R:3:mulliken_spin:R:1
Mo -0.41 -0.27 1.12 1.945
C -4.18 -2.49 1.96 0.000
C -2.87 -2.09 1.30 0.049
N -1.74 -1.62 2.19 -0.146
C -0.95 -2.75 2.76 0.045
C -1.69 -3.89 3.44 0.008
C -2.24 -0.70 3.25 0.024
C -2.78 0.55 2.58 -0.001
N -1.85 0.93 1.51 -0.050
C -2.05 2.12 0.79 -0.013
C -1.02 2.56 -0.05 0.021
F 0.14 1.83 -0.08 0.007
C -1.11 3.69 -0.83 0.006
F -0.06 4.01 -1.59 0.000
C -2.25 4.46 -0.82 -0.007
C -3.29 4.06 0.00 0.004
F -4.40 4.76 0.05 0.000
C -3.20 2.91 0.78 -0.008
F -4.26 2.59 1.52 -0.001
H -4.84 -2.85 1.18 0.001
H -4.69 -1.65 2.43 0.001
H -4.08 -3.28 2.70 0.000
H -3.08 -1.30 0.59 -0.001
H -2.47 -2.93 0.72 -0.004
H -0.25 -2.32 3.48 0.014
H -0.37 -3.17 1.93 -0.027
H -2.31 -3.55 4.27 0.000
H -0.95 -4.58 3.85 0.000
H -2.30 -4.47 2.74 0.000
H -1.39 -0.45 3.90 0.008
H -3.01 -1.17 3.86 0.013
H -2.88 1.35 3.32 -0.007
H -3.77 0.36 2.17 -0.001
H -2.34 5.36 -1.42 0.000
N -1.35 -3.58 -5.47 0.019
C -1.27 -3.03 -4.47 -0.009
C -1.11 -2.36 -3.21 0.037
C -0.44 -3.01 -2.17 -0.028
C -0.25 -2.35 -0.97 0.028
C -0.73 -1.05 -0.78 -0.085
C -1.40 -0.42 -1.82 0.042
C -1.60 -1.07 -3.03 -0.020
H -0.09 -4.03 -2.31 0.001
H 0.29 -2.85 -0.17 -0.004
H -1.78 0.59 -1.71 0.004
H -2.12 -0.58 -3.84 0.000
C 1.17 2.42 2.85 0.002
C 1.75 1.05 2.92 0.038
N 1.29 -0.07 2.35 0.067
C 2.17 -1.09 2.70 0.030
C 3.15 -0.58 3.47 0.001
N 2.87 0.77 3.59 0.004
H 1.42 2.91 1.91 -0.001
H 1.56 3.04 3.66 0.000
H 0.08 2.40 2.94 0.003
H 2.03 -2.10 2.37 -0.004
H 3.98 -1.05 3.97 0.000
H 3.41 1.42 4.14 -0.001
N 4.29 -2.68 -2.63 0.000
C 4.35 -1.92 -1.34 0.001
P 3.03 -0.58 -1.42 0.006
O 2.56 -0.73 -2.86 0.000
O 2.11 -0.66 -0.26 -0.009
C 3.85 1.11 -1.48 0.000
N 3.92 1.54 -2.92 0.000
H 5.18 -2.73 -3.12 0.000
H 3.57 -2.17 -3.21 0.000
H 3.97 -3.64 -2.51 0.000
H 5.35 -1.51 -1.18 0.000
H 4.13 -2.58 -0.51 0.000
H 4.81 1.18 -0.99 0.000
H 3.15 1.77 -0.96 0.000
H 3.24 0.91 -3.41 0.000
H 4.84 1.39 -3.33 0.000
H 3.68 2.52 -3.07 0.000
```

Computed properties:
2S+1: 3
Total charge: +3
Strongest force on any atom (Eh/bohr): 0.0172
⟨S²⟩: 2.03
Energy above the lowest of the compared OMol25 structures with the same formula, charge and spin (kJ/mol): 57.5
Kohn-Sham gap (spin up / spin down) (eV): 7.359 / 7.770

=====

# 4
Below is a 2-piece molecular cluster, C2HOS2 overall in a non-equilibrium geometry, with properties calculated with ωB97M-V/def2-TZVPD.

XYZ file:
```
6
Properties=species:S:1:pos:R:3:nbo_charge:R:1
C -0.80 -1.43 2.37 -0.153
C 0.53 -0.08 -0.86 0.188
O 1.65 0.33 -0.96 -0.663
S -0.83 -0.15 -1.82 -0.510
S -1.56 -0.06 2.30 0.134
H 0.24 -0.64 0.20 0.005
```

Computed properties:
Total charge: -1
Strongest force on any atom (Eh/bohr): 0.0843
Energy above the lowest of the compared OMol25 structures with the same formula, charge and spin (kJ/mol): 185.9
Kohn-Sham gap (eV): 6.014

=====

# 5
Below is C3H2N2 as an isolated structure in a non-equilibrium geometry, with properties calculated with ωB97M-V/def2-TZVPD.

XYZ file:
```
7
Properties=species:S:1:pos:R:3:nbo_charge:R:1
C 0.90 -1.49 0.02 -0.166
C 2.01 -0.84 0.01 0.251
C 0.23 -0.18 0.00 -0.322
N 2.57 0.36 0.00 -0.181
N 1.54 1.05 -0.02 -0.060
H -0.38 -0.17 -0.86 0.246
H -0.39 -0.06 0.78 0.233
```

Computed properties:
Total charge: 0
Strongest force on any atom (Eh/bohr): 0.0804
Energy above the lowest of the compared OMol25 structures with the same formula, charge and spin (kJ/mol): 622.3
Kohn-Sham gap (eV): 9.164

=====

# 6
Below is a 3-piece molecular cluster, C4H9NO2 overall in a non-equilibrium geometry, with properties calculated with ωB97M-V/def2-TZVPD.

XYZ file:
```
16
Properties=species:S:1:pos:R:3:nbo_charge:R:1
O 1.01 0.68 -1.23 -0.741
C 1.42 1.50 -0.34 0.647
O 1.13 1.51 0.88 -0.680
H 2.13 2.26 -0.71 0.116
C -1.53 -2.21 -0.10 -0.651
C -0.90 -0.87 0.17 0.130
C -1.40 0.26 -0.41 -0.429
N 0.13 -0.89 1.10 -0.866
H -2.21 -2.09 -0.93 0.222
H -0.83 -3.02 -0.27 0.232
H -1.99 -2.53 0.84 0.222
H -0.84 1.17 -0.24 0.233
H -2.36 0.29 -0.93 0.225
H -0.02 -1.38 1.96 0.388
H 0.72 -0.07 1.13 0.423
H 0.18 -0.39 -1.09 0.529
```

Computed properties:
Total charge: 0
Strongest force on any atom (Eh/bohr): 0.0742
Energy above the lowest of the compared OMol25 structures with the same formula, charge and spin (kJ/mol): 353.3
Kohn-Sham gap (eV): 9.310

=====

# 7
Below is a 14-piece molecular cluster, C60H95N3O36 overall in a non-equilibrium geometry, with properties calculated with ωB97M-V/def2-TZVPD.

XYZ file:
```
194
Properties=species:S:1:pos:R:3:lowdin_charge:R:1
C -10.47 -2.74 1.90 -0.115
O -9.26 -2.35 1.27 -0.184
C -8.19 -2.44 2.20 -0.217
C -6.86 -1.99 1.48 -0.175
N -6.81 -0.58 1.04 -0.049
C -5.50 -0.17 0.60 -0.244
C -5.45 1.27 0.39 -0.206
O -6.08 1.77 -0.84 -0.213
C -6.21 3.19 -0.83 -0.098
H -10.67 -3.78 1.61 0.084
H -11.28 -2.10 1.55 0.084
H -10.49 -2.74 2.99 0.080
H -7.96 -3.48 2.44 0.113
H -8.39 -1.92 3.14 0.115
H -6.68 -2.71 0.68 0.112
H -6.01 -2.17 2.13 0.098
H -7.49 -0.26 0.37 0.114
H -5.35 -0.73 -0.33 0.125
H -4.68 -0.35 1.29 0.115
H -4.38 1.47 0.31 0.106
H -5.85 1.75 1.28 0.132
H -6.40 3.39 -1.88 0.069
H -5.22 3.58 -0.61 0.086
H -7.04 3.52 -0.21 0.090
C 5.56 1.18 7.69 -0.067
O 5.58 -0.19 7.28 -0.199
C 6.81 -0.49 6.68 -0.243
C 6.84 -1.97 6.37 -0.182
N 5.96 -2.21 5.23 -0.043
C 6.13 -3.50 4.57 -0.207
C 5.25 -4.57 5.17 -0.211
O 3.99 -4.09 5.64 -0.193
C 3.07 -3.80 4.55 -0.076
H 6.15 1.22 8.60 0.098
H 4.54 1.44 7.96 0.101
H 5.87 1.90 6.93 0.091
H 7.57 -0.36 7.45 0.124
H 7.24 0.06 5.84 0.130
H 6.50 -2.50 7.26 0.134
H 7.82 -2.19 5.95 0.126
H 5.05 -2.13 5.65 0.078
H 7.16 -3.84 4.64 0.116
H 6.00 -3.45 3.48 0.092
H 5.68 -4.96 6.09 0.120
H 5.08 -5.47 4.57 0.119
H 2.24 -3.34 5.08 0.088
H 2.76 -4.60 3.88 0.082
H 3.42 -2.98 3.91 0.069
C 1.28 -1.04 1.82 -0.075
O 0.02 -0.43 2.03 -0.237
C -0.10 0.86 1.41 -0.149
C -0.83 0.69 0.00 -0.159
N -1.05 1.97 -0.68 -0.054
C -1.99 1.86 -1.81 -0.190
C -2.02 3.13 -2.70 -0.185
O -0.87 3.46 -3.57 -0.186
C -0.78 2.37 -4.52 -0.080
H 1.36 -1.34 0.77 0.094
H 1.36 -1.91 2.47 0.082
H 2.11 -0.37 2.03 0.068
H 0.84 1.36 1.18 0.110
H -0.74 1.40 2.11 0.113
H -1.82 0.25 0.11 0.105
H -0.27 -0.03 -0.59 0.107
H -1.27 2.75 -0.07 0.109
H -3.01 1.63 -1.48 0.094
H -1.69 1.09 -2.52 0.101
H -2.10 3.99 -2.03 0.100
H -2.95 3.21 -3.25 0.101
H -0.27 1.55 -4.00 0.056
H -0.11 2.55 -5.36 0.075
H -1.79 2.11 -4.83 0.074
C 3.00 -1.69 -3.67 -0.008
C 4.36 -1.72 -3.89 -0.037
C 5.03 -0.61 -4.36 -0.326
C 4.27 0.53 -4.66 -0.023
C 2.89 0.59 -4.43 -0.007
C 2.24 -0.51 -3.86 -0.305
O 0.91 -0.44 -3.65 0.032
O 6.35 -0.67 -4.71 0.034
H 2.63 -2.67 -3.40 0.107
H 4.98 -2.56 -3.61 0.108
H 4.78 1.31 -5.20 0.111
H 2.46 1.54 -4.72 0.111
H 0.56 -1.11 -3.06 0.048
H 6.70 0.03 -5.27 0.101
C 3.53 1.74 5.11 -0.002
C 2.80 2.87 4.60 0.007
C 1.44 2.73 4.28 -0.305
C 0.79 1.52 4.59 0.011
C 1.52 0.46 5.17 -0.022
C 2.80 0.59 5.44 -0.364
O 3.47 -0.48 5.93 0.026
O 0.82 3.81 3.68 0.024
H 4.61 1.69 5.07 0.099
H 3.42 3.68 4.25 0.112
H -0.27 1.37 4.41 0.109
H 0.97 -0.46 5.30 0.104
H 4.38 -0.32 6.21 0.026
H 1.27 4.60 3.97 0.098
C -4.20 -1.63 6.05 -0.017
C -4.05 -1.33 4.70 -0.016
C -2.79 -1.26 4.12 -0.325
C -1.69 -1.65 4.86 -0.011
C -1.86 -2.11 6.18 0.005
C -3.14 -2.19 6.75 -0.312
O -3.24 -2.74 8.02 0.019
O -2.62 -0.77 2.86 0.039
H -5.22 -1.83 6.36 0.109
H -4.87 -1.30 4.00 0.099
H -0.72 -1.38 4.48 0.088
H -0.98 -2.40 6.74 0.113
H -4.04 -3.24 8.19 0.096
H -1.68 -0.71 2.68 0.052
C -1.85 0.02 -8.98 -0.161
C -0.76 -0.17 -9.98 -0.087
O 0.04 1.04 -9.73 0.066
C -0.20 1.47 -8.49 -0.548
O 0.48 2.21 -7.82 0.145
O -1.32 0.87 -8.01 0.054
H -2.16 -0.91 -8.51 0.137
H -2.70 0.53 -9.44 0.136
H -1.20 -0.32 -10.97 0.129
H -0.03 -0.97 -9.87 0.132
C -6.91 3.79 -6.66 -0.071
C -6.53 4.16 -5.20 -0.078
O -5.29 3.46 -5.03 0.036
C -4.88 2.91 -6.19 -0.602
O -3.89 2.22 -6.30 0.136
O -5.85 2.90 -7.04 0.078
H -6.97 4.57 -7.41 0.132
H -7.82 3.20 -6.68 0.127
H -7.23 3.91 -4.40 0.126
H -6.31 5.23 -5.20 0.128
C 4.99 -0.55 1.72 -0.113
C 6.19 -0.20 2.53 -0.134
O 6.86 0.76 1.72 0.077
C 6.35 0.78 0.47 -0.528
O 6.64 1.58 -0.40 0.131
O 5.35 -0.13 0.40 0.059
H 4.09 0.00 2.02 0.114
H 4.72 -1.61 1.68 0.121
H 6.77 -1.12 2.66 0.116
H 6.00 0.04 3.57 0.108
C 5.38 -4.24 -0.39 -0.102
C 5.31 -5.48 0.46 -0.132
O 4.11 -5.37 1.18 0.076
C 3.39 -4.33 0.79 -0.551
O 2.35 -3.97 1.26 0.154
O 4.11 -3.61 -0.14 0.035
H 5.55 -4.41 -1.45 0.128
H 6.11 -3.51 -0.03 0.127
H 6.11 -5.50 1.21 0.130
H 5.42 -6.36 -0.16 0.133
C -1.27 -4.91 -4.10 -0.139
C -1.10 -5.63 -2.83 -0.128
O -0.40 -4.71 -2.05 0.124
C -0.43 -3.52 -2.61 -0.602
O 0.02 -2.53 -2.11 0.146
O -0.70 -3.66 -3.87 0.107
H -2.32 -4.85 -4.39 0.136
H -0.72 -5.27 -4.97 0.137
H -0.49 -6.44 -3.25 0.131
H -1.93 -6.14 -2.36 0.143
C 3.06 3.48 -2.11 -0.083
C 2.47 2.47 -1.10 -0.126
O 2.59 3.03 0.16 0.092
C 3.09 4.21 0.11 -0.590
O 3.17 5.01 1.02 0.127
O 3.48 4.48 -1.18 0.037
H 2.36 3.85 -2.86 0.127
H 4.01 3.17 -2.54 0.128
H 3.09 1.60 -1.31 0.129
H 1.43 2.25 -1.35 0.112
C -5.26 -0.76 -4.82 -0.124
C -4.95 0.29 -3.74 -0.143
O -3.91 -0.30 -3.05 0.058
C -4.08 -1.64 -3.05 -0.485
O -3.52 -2.48 -2.40 0.156
O -4.98 -1.94 -4.09 0.042
H -4.61 -0.59 -5.69 0.121
H -6.24 -0.65 -5.29 0.130
H -5.86 0.47 -3.15 0.124
H -4.65 1.30 -3.98 0.111
C 0.51 5.83 -1.13 -0.094
C 0.55 6.83 0.03 -0.118
O 1.32 7.88 -0.50 0.063
C 2.02 7.47 -1.61 -0.550
O 3.02 7.97 -2.09 0.132
O 1.50 6.34 -1.99 0.064
H -0.44 5.90 -1.66 0.126
H 0.77 4.78 -0.98 0.120
H 0.95 6.31 0.89 0.117
H -0.43 7.25 0.28 0.129
```

Computed properties:
Total charge: 0
Strongest force on any atom (Eh/bohr): 0.0820
Kohn-Sham gap (eV): 7.582

=====

# 8
Below is one molecule with the formula C3H8O2 in a non-equilibrium geometry, with properties calculated with ωB97M-V/def2-TZVPD.

XYZ file:
```
13
Properties=species:S:1:pos:R:3:nbo_charge:R:1
C 1.26 0.14 0.45 -0.062
O 1.28 1.45 -0.12 -0.738
C -0.17 -0.32 0.54 -0.446
C -0.88 -0.40 -0.82 -0.062
O -2.17 -0.91 -0.76 -0.711
H 1.71 0.16 1.45 0.169
H 1.89 -0.50 -0.18 0.163
H 1.89 2.00 0.37 0.473
H -0.69 0.42 1.17 0.194
H -0.30 -1.25 1.08 0.215
H -0.24 -1.08 -1.40 0.164
H -0.79 0.54 -1.37 0.175
H -2.77 -0.25 -0.40 0.466
```

Computed properties:
Total charge: 0
Strongest force on any atom (Eh/bohr): 0.0329
Structure (SMILES): OCCCO
Energy above the lowest of the compared OMol25 structures with the same formula, charge and spin (kJ/mol): 96.2
Kohn-Sham gap (eV): 11.115

=====

# 9
Below is a 6-piece molecular cluster, C3H16O6 overall in a non-equilibrium geometry, with properties calculated with ωB97M-V/def2-TZVPD.

XYZ file:
```
25
Properties=species:S:1:pos:R:3:nbo_charge:R:1
O 0.26 -0.17 3.07 -0.566
C -0.66 -0.83 2.66 0.480
C -0.42 -1.76 1.49 -0.530
C -1.58 -1.82 0.47 -0.620
H -1.69 -0.90 3.08 0.120
H -0.04 -2.74 1.82 0.232
H 0.45 -1.34 0.98 0.227
H -2.44 -2.35 0.91 0.198
H -1.33 -2.35 -0.45 0.221
H -1.97 -0.83 0.28 0.245
H -3.19 1.10 -2.02 0.463
H -1.84 0.33 -2.10 0.498
O -2.50 0.72 -1.46 -1.007
H 0.38 2.13 -0.29 0.488
H 1.82 2.19 0.29 0.507
O 1.30 2.38 -0.50 -0.968
H 1.78 -0.39 -1.89 0.472
H 1.78 1.16 -1.69 0.514
O 1.68 0.42 -2.36 -0.987
H 0.05 0.38 -3.01 0.531
H -0.64 -1.05 -3.57 0.493
O -0.73 -0.22 -3.10 -1.010
H 1.86 0.46 2.23 0.503
H 3.22 0.35 1.64 0.473
O 2.32 0.62 1.39 -0.977
```

Computed properties:
Total charge: 0
Strongest force on any atom (Eh/bohr): 0.0330
Structure (SMILES): CCC=O.O.O.O.O.O
Energy above the lowest of the compared OMol25 structures with the same formula, charge and spin (kJ/mol): 16.5
Kohn-Sham gap (eV): 10.864